{"formula": "C21H28INO4S", "method": "ωB97M-V/def2-TZVPD", "homo_energy_ev": -9.08, "charge": 0, "smiles": "CCOCC1=C(I)C(=O)c2c(CCN)c(S)c(CCCCO)c(CC)c2C1=O", "symbols": ["C", "C", "O", "C", "C", "C", "I", "C", "O", "C", "C", "C", "C", "N", "C", "S", "C", "C", "C", "C", "C", "O", "C", "C", "C", "C", "C", "O", "H", "H", "H", "H", "H", "H", "H", "H", "H", "H", "H", "H", "H", "H", "H", "H", "H", "H", "H", "H", "H", "H", "H", "H", "H", "H", "H", "H"], "positions_angstrom": [[-2.170, 6.520, 2.332], [-2.961, 5.420, 1.605], [-2.174, 4.252, 1.671], [-2.829, 3.154, 1.065], [-1.887, 1.974, 1.212], [-1.699, 1.430, 2.407], [-2.652, 2.020, 4.186], [-0.712, 0.293, 2.528], [-0.287, 0.041, 3.646], [-0.256, -0.445, 1.301], [0.351, -1.678, 1.427], [0.567, -2.352, 2.760], [-0.753, -2.668, 3.529], [-1.960, -2.483, 2.710], [0.782, -2.290, 0.263], [1.554, -3.914, 0.362], [0.622, -1.691, -0.985], [1.166, -2.422, -2.207], [2.716, -2.240, -2.232], [3.266, -2.029, -3.651], [4.761, -1.587, -3.577], [5.357, -1.755, -2.292], [-0.013, -0.468, -1.102], [-0.175, 0.164, -2.463], [-1.636, 0.004, -2.984], [-0.450, 0.139, 0.062], [-1.157, 1.468, 0.002], [-1.166, 2.191, -0.981], [-1.745, 6.031, 3.216], [-1.316, 6.838, 1.732], [-2.806, 7.338, 2.668], [-3.914, 5.304, 2.141], [-3.139, 5.744, 0.571], [-3.758, 2.909, 1.597], [-3.065, 3.350, 0.013], [1.194, -3.234, 2.703], [1.104, -1.635, 3.387], [-0.688, -3.689, 3.933], [-0.818, -2.002, 4.390], [-2.727, -2.926, 3.206], [-1.881, -2.999, 1.838], [2.868, -3.623, 0.443], [0.893, -3.476, -2.162], [0.750, -2.029, -3.131], [2.940, -1.329, -1.670], [3.212, -3.077, -1.752], [2.713, -1.219, -4.134], [3.215, -2.947, -4.243], [5.383, -2.116, -4.307], [4.812, -0.517, -3.805], [5.981, -2.482, -2.303], [0.469, -0.270, -3.224], [0.067, 1.224, -2.432], [-2.002, -0.951, -2.589], [-2.285, 0.793, -2.606], [-1.663, -0.058, -4.072]], "forces_ev_per_a": [[0.205, -1.005, 0.172], [0.395, 1.252, 0.623], [-0.448, -0.003, -0.438], [0.501, -0.381, -0.145], [-0.866, 0.406, 0.006], [0.451, -0.995, -0.140], [0.325, -0.171, -0.493], [0.100, 0.142, 1.507], [-0.167, 0.297, -0.981], [-0.704, 0.835, 0.812], [0.639, -0.920, 0.666], [-0.380, 0.648, 0.890], [0.309, -0.298, -0.021], [-0.040, -0.236, 0.173], [0.693, -0.322, -0.180], [-0.184, -0.479, -0.069], [0.053, -1.248, -0.824], [0.513, 0.216, 0.210], [-0.722, 0.377, -0.752], [0.941, -0.163, 0.633], [-0.002, 0.092, -0.150], [-0.053, 0.065, 0.176], [0.515, 0.321, -0.788], [-0.756, 0.506, -0.652], [0.481, -0.515, 0.515], [-0.620, 1.049, -0.106], [0.047, 0.695, -0.070], [-0.052, -0.442, 0.547], [-0.097, 0.230, 0.050], [-0.215, 0.286, -0.010], [0.116, 0.104, -0.274], [-0.019, -0.327, -0.271], [-0.173, -0.359, -0.003], [0.020, 0.113, -0.024], [0.145, 0.019, 0.094], [-0.218, 0.024, -0.362], [0.049, -0.164, -0.104], [0.090, 0.054, -0.146], [-0.140, -0.046, -0.101], [-0.113, 0.229, -0.061], [0.102, 0.034, 0.021], [-0.289, 0.357, 0.007], [0.086, 0.046, 0.045], [-0.058, -0.082, 0.158], [0.155, -0.192, 0.123], [0.032, 0.066, 0.045], [-0.085, -0.260, -0.161], [-0.348, 0.115, 0.000], [-0.250, 0.117, -0.150], [0.105, -0.100, 0.038], [-0.053, -0.042, -0.112], [0.181, -0.088, 0.377], [0.052, -0.163, 0.055], [-0.199, 0.083, -0.224], [0.033, -0.016, -0.193], [-0.082, 0.237, 0.063]]}

***

{"formula": "C21H28InN5O3S", "method": "ωB97M-V/def2-TZVPD", "homo_energy_ev": -13.51, "charge": 2, "symbols": ["In", "N", "C", "C", "C", "C", "N", "H", "H", "H", "H", "H", "H", "H", "H", "H", "H", "H", "H", "O", "S", "O", "N", "C", "C", "C", "C", "C", "C", "C", "C", "N", "C", "C", "C", "C", "C", "C", "C", "H", "H", "H", "H", "H", "H", "H", "H", "H", "H", "H", "C", "C", "N", "O", "H", "H", "H", "H", "H"], "positions_angstrom": [[0.092, -0.908, 0.688], [-0.010, -3.088, 1.319], [-1.327, -3.686, 0.901], [-2.471, -2.747, 1.218], [-2.582, -2.353, 2.702], [-2.162, -0.924, 2.969], [-0.684, -0.734, 2.817], [0.749, -3.629, 0.912], [0.099, -3.131, 2.326], [-1.473, -4.647, 1.391], [-1.280, -3.861, -0.170], [-3.390, -3.221, 0.880], [-2.369, -1.832, 0.592], [-1.995, -3.034, 3.331], [-3.611, -2.461, 3.040], [-2.472, -0.627, 3.968], [-2.651, -0.260, 2.259], [-0.182, -1.242, 3.540], [-0.464, 0.269, 2.903], [3.549, 1.298, -0.065], [2.351, 0.560, -0.294], [2.322, -0.856, 0.171], [1.057, 1.082, 0.591], [0.590, 2.423, 0.465], [1.133, 3.338, -0.417], [0.758, 4.689, -0.404], [-0.201, 5.128, 0.454], [-0.844, 4.214, 1.324], [-1.875, 4.628, 2.190], [-2.492, 3.713, 2.987], [-2.071, 2.381, 2.908], [-1.097, 1.948, 2.127], [-0.468, 2.857, 1.334], [1.989, 0.681, -1.999], [0.702, 0.608, -2.527], [0.532, 0.738, -3.894], [1.634, 0.952, -4.717], [2.909, 1.059, -4.177], [3.096, 0.931, -2.811], [1.911, 3.038, -1.104], [1.245, 5.380, -1.079], [-0.488, 6.172, 0.478], [-2.167, 5.675, 2.209], [-3.291, 3.991, 3.660], [-2.564, 1.639, 3.529], [-0.171, 0.501, -1.898], [-0.463, 0.687, -4.317], [1.494, 1.055, -5.786], [3.759, 1.259, -4.817], [4.084, 1.026, -2.374], [0.650, -3.679, -3.023], [1.043, -3.022, -1.737], [2.195, -3.415, -1.161], [0.284, -2.168, -1.229], [1.501, -3.757, -3.702], [-0.147, -3.110, -3.490], [0.290, -4.691, -2.819], [2.797, -4.044, -1.667], [2.646, -2.793, -0.505]], "forces_ev_per_a": [[1.272, 0.054, 0.370], [-0.282, -0.071, -0.374], [0.232, 0.056, 0.087], [0.174, 0.053, 0.127], [0.005, -0.131, -0.117], [0.308, -0.035, 0.124], [-0.273, 0.380, -0.349], [0.058, -0.062, 0.033], [-0.019, -0.193, 0.087], [0.052, -0.035, 0.093], [0.074, -0.016, -0.015], [-0.060, 0.048, -0.076], [-0.079, -0.077, 0.028], [-0.083, -0.009, -0.019], [-0.028, -0.010, -0.023], [0.088, 0.026, 0.116], [0.025, 0.099, -0.014], [0.033, -0.051, 0.012], [-0.258, 0.090, 0.098], [-0.233, -0.349, 0.197], [-0.207, 0.909, 1.108], [-0.032, -0.364, -0.142], [-0.638, -0.750, -0.919], [-0.100, 0.338, -0.075], [0.170, -0.590, 0.277], [-0.102, 0.215, -0.037], [-0.071, 0.107, 0.049], [0.048, 0.267, -0.189], [-0.016, 0.194, -0.013], [-0.144, -0.001, 0.121], [0.160, -0.155, -0.075], [-0.112, 0.104, 0.078], [0.275, -0.337, -0.159], [0.246, -0.053, -0.411], [0.185, 0.024, 0.030], [0.062, -0.014, -0.094], [-0.035, -0.003, 0.011], [-0.026, 0.020, -0.108], [-0.058, -0.157, 0.012], [0.024, 0.052, 0.038], [-0.006, -0.056, 0.007], [-0.009, -0.059, 0.018], [0.041, -0.119, -0.026], [0.033, -0.026, -0.007], [0.023, 0.056, -0.008], [-0.038, -0.034, 0.111], [0.022, 0.031, -0.002], [-0.010, 0.014, 0.036], [-0.054, -0.034, 0.024], [-0.125, 0.010, -0.047], [0.053, -0.134, 0.032], [0.375, -0.076, -0.110], [-0.483, 0.325, -0.236], [-0.367, 0.419, 0.200], [-0.065, 0.002, 0.065], [-0.033, 0.014, -0.011], [0.013, 0.035, -0.028], [0.002, -0.064, -0.045], [-0.009, 0.119, 0.139]]}

***

LUMO level, record by record: -0.938 -7.454 eV
Molecular weight, record by record: 517.43 545.37 g mol⁻¹
Energy above the lowest of the compared OMol25 structures with the same formula, charge and spin, record by record: 0.374 1.698 eV